[1]
An isolated molecule of C4H8O3, computed with wB97M-V/def2-TZVPD.

Structure (XYZ):
```
15
Properties=species:S:1:pos:R:3:forces:R:3
C 2.30697 0.08405 0.54931 0.4 0.2 -0.3
O 1.16236 -0.52947 1.13292 -0.2 0.0 -0.2
C 0.26323 -0.76005 0.13851 -0.1 -0.3 -0.2
O 0.46591 -1.49873 -0.79134 -0.1 0.4 0.5
C -1.01208 0.03778 0.33716 0.0 0.2 0.0
C -1.43610 0.77091 -0.92893 0.0 0.0 -0.1
O -1.99560 -0.86900 0.79475 -0.2 -0.2 -0.1
H 3.06579 -0.65368 0.28889 0.0 0.1 0.1
H 2.67551 0.82560 1.25792 0.1 -0.2 -0.1
H 1.97391 0.58557 -0.36730 0.5 0.1 0.1
H -0.82990 0.74851 1.14655 -0.2 -0.1 0.0
H -0.70495 1.53173 -1.22936 -0.1 -0.2 0.1
H -2.39209 1.26614 -0.73833 0.1 -0.1 0.0
H -1.55468 0.06680 -1.75845 0.0 0.1 0.1
H -1.98829 -1.60615 0.16769 -0.2 0.0 0.1
```
Positions in Å, forces in eV/Å.

As for the structure (SMILES): COC(=O)[C@@H](C)O. For the energy above the lowest of the compared OMol25 structures with the same formula, charge and spin, the calculation gives 146.5 kJ/mol. Its lowest unoccupied orbital energy is 0.85 eV. The value obtained for the total energy is -382.909014 a.u.

[2]
An isolated molecule of C4H8O3 at a distorted geometry, computed with wB97M-V/def2-TZVPD.

Structure (XYZ):
```
15
Properties=species:S:1:pos:R:3:forces:R:3
C -0.84200 0.50484 -1.37974 0.0 -0.1 -0.1
C -0.59625 -0.47314 -0.24181 0.0 -0.2 -0.2
O 0.16099 -1.64130 -0.69718 -0.3 0.3 -0.4
C 0.17519 0.05269 0.98665 -0.2 0.1 -0.2
O 0.53568 -1.09253 1.68683 0.1 -0.2 -0.1
C 1.32430 1.04024 0.76586 0.3 -0.1 0.1
O 2.42174 0.94641 1.25214 -0.6 -0.1 -0.3
H -1.25615 -0.06351 -2.21344 0.0 0.2 -0.1
H -1.56159 1.29313 -1.11928 0.2 -0.3 0.2
H 0.07548 1.00145 -1.70798 -0.1 -0.2 0.0
H -1.55082 -0.82073 0.17311 0.1 0.0 -0.2
H -0.35923 -2.46103 -0.71588 -0.1 0.7 0.0
H -0.57606 0.67813 1.50647 0.2 -0.2 0.3
H 0.64141 -1.71644 0.91592 0.3 0.3 1.2
H 1.03973 1.94626 0.18135 0.0 -0.1 0.1
```
Positions in Å, forces in eV/Å.

As for the structure (SMILES): C[C@@H](O)[C@@H](O)C=O. For the energy above the lowest of the compared OMol25 structures with the same formula, charge and spin, the calculation gives 189.6 kJ/mol. Its lowest unoccupied orbital energy is 0.45 eV. The value obtained for the total energy is -382.892598 a.u.

[3]
An isolated molecule of C4H8O3 at a distorted geometry, computed with wB97M-V/def2-TZVPD.

Structure (XYZ):
```
15
Properties=species:S:1:pos:R:3:forces:R:3
C 2.54965 0.34077 0.77894 0.6 0.2 0.2
O 1.60793 -0.38887 0.03422 0.4 -0.3 -0.1
C 0.62659 0.32444 -0.55433 -0.1 -0.1 0.6
O 0.83147 1.27822 -1.26618 -0.9 -0.9 0.7
C -0.60341 -0.32444 0.09608 -0.1 0.2 -0.3
C -1.88759 -0.15296 -0.64100 0.2 0.3 -0.4
O -2.90700 -0.80157 0.08852 -0.3 0.0 -0.1
H 2.11551 1.26694 1.17995 0.1 -0.2 -0.2
H 2.79828 -0.32939 1.60176 0.4 0.3 0.0
H 3.40842 0.56377 0.15344 0.3 0.2 0.2
H -0.38837 -1.38945 0.26715 0.0 0.4 -0.3
H -0.64605 0.10050 1.11526 -0.1 0.1 -0.4
H -2.06652 0.92202 -0.75876 -0.3 -0.1 -0.1
H -1.74255 -0.60486 -1.63144 -0.3 0.1 0.0
H -3.69636 -0.80512 -0.46361 0.0 0.0 0.2
```
Positions in Å, forces in eV/Å.

As for the structure (SMILES): COC(=O)CCO. For the energy above the lowest of the compared OMol25 structures with the same formula, charge and spin, the calculation gives 159.6 kJ/mol. Its lowest unoccupied orbital energy is 0.83 eV. The value obtained for the total energy is -382.904045 a.u.